163
Properties=species:S:1:pos:R:3:forces:R:3:lowdin_charge:R:1 method="wB97M-V/def2-TZVPD" fmax_ev_per_a=1.57 homo_energy_ev=-7.8 smiles="CCCOP(CCCCl)CCCCCOC(C)=O.COC[C@@H](C)N.COC[C@@H](C)N.COC[C@@H](C)N.COC[C@@H](C)N.COC[C@@H](C)N.COC[C@@H](C)N.COC[C@@H](C)N" e_lumo_ev=0.12 total_energy_ha=-3561.03527
C 2.399 1.245 1.886 -0.033 -0.488 0.357 -0.086
C 3.367 0.948 3.067 0.157 0.137 -1.556 -0.201
C 4.730 0.440 2.512 0.012 1.083 0.587 -0.284
O 5.366 -0.519 3.346 -0.396 -0.671 -0.861 -0.380
P 4.582 -2.000 3.492 -0.125 -0.161 1.117 0.991
C 5.935 -3.208 3.033 -0.347 -0.013 -0.460 -0.341
C 5.879 -4.471 3.909 -0.261 0.015 -0.681 -0.341
C 4.754 -5.419 3.466 0.334 -0.065 0.864 -0.574
Cl 4.289 -6.468 4.871 0.003 0.050 -0.335 0.512
C 3.403 -2.175 2.080 0.867 -0.096 -1.053 -0.333
C 4.015 -2.199 0.636 -0.607 0.348 0.583 -0.237
C 3.602 -3.436 -0.175 0.733 0.608 -0.489 -0.181
C 2.276 -3.273 -0.939 -0.318 -0.549 0.968 -0.146
C 1.201 -2.526 -0.171 0.493 0.707 -0.485 -0.175
O 0.744 -3.295 0.950 -0.714 -0.456 -0.302 -0.003
C -0.102 -2.593 1.732 -1.256 0.086 0.703 -0.520
C -1.499 -3.147 2.055 1.126 -0.045 -0.322 0.045
O 0.173 -1.521 2.195 0.595 0.568 -0.060 0.089
H 2.446 2.283 1.566 -0.025 0.016 -0.020 0.054
H 2.641 0.619 1.022 0.050 0.086 -0.018 0.053
H 1.378 0.968 2.157 -0.040 0.294 0.008 0.062
H 2.919 0.216 3.733 0.104 0.069 0.203 0.079
H 3.558 1.898 3.561 -0.139 -0.228 0.551 0.100
H 5.394 1.310 2.503 0.153 -0.162 -0.082 0.116
H 4.649 0.119 1.470 -0.082 -0.297 0.159 0.086
H 6.909 -2.721 3.118 -0.103 0.156 0.183 0.082
H 5.837 -3.491 1.976 0.107 -0.015 0.097 0.065
H 6.818 -5.012 3.783 0.060 0.003 0.347 0.104
H 5.724 -4.208 4.953 0.131 0.021 0.042 0.077
H 5.103 -6.104 2.699 -0.164 0.101 -0.188 0.068
H 3.849 -4.903 3.164 -0.020 -0.002 -0.031 0.043
H 2.591 -1.451 2.123 0.097 0.018 0.347 0.041
H 2.920 -3.143 2.245 0.050 0.054 0.293 0.065
H 3.663 -1.289 0.137 0.126 -0.125 -0.226 0.095
H 5.097 -2.075 0.689 0.020 -0.253 -0.123 0.067
H 4.381 -3.597 -0.930 -0.049 -0.143 0.032 0.097
H 3.629 -4.321 0.464 -0.276 -0.001 0.028 0.107
H 1.885 -4.274 -1.146 -0.008 0.083 -0.288 0.118
H 2.425 -2.758 -1.888 0.084 0.069 0.006 0.117
H 1.576 -1.567 0.196 0.023 -0.074 -0.023 0.102
H 0.354 -2.288 -0.824 -0.102 -0.264 0.094 0.121
H -1.801 -3.949 1.389 -0.070 -0.075 0.098 0.082
H -1.489 -3.452 3.102 -0.108 -0.234 -0.047 0.075
H -2.150 -2.281 1.985 -0.170 -0.105 -0.094 0.085
C 1.111 -2.595 7.739 0.157 0.025 0.068 -0.068
C 0.690 -2.074 6.369 -0.118 -0.099 0.161 -0.427
C -0.478 -1.078 6.413 0.096 0.117 -0.246 -0.204
O -1.751 -1.663 6.629 0.048 0.071 0.136 -0.191
C -2.059 -1.951 7.980 -0.145 -0.112 -0.156 -0.110
N 0.402 -3.215 5.497 -0.202 0.025 -0.138 0.056
H 0.424 -3.349 8.123 -0.062 0.021 -0.033 0.064
H 2.093 -3.062 7.675 -0.023 -0.021 -0.052 0.076
H 1.172 -1.783 8.468 -0.020 -0.004 -0.002 0.077
H 1.547 -1.540 5.948 -0.037 0.046 -0.063 0.127
H -0.546 -0.597 5.433 -0.049 -0.048 -0.020 0.120
H -0.295 -0.282 7.147 0.023 -0.068 0.091 0.119
H -1.635 -1.206 8.658 0.060 -0.015 0.011 0.089
H -1.713 -2.948 8.260 0.065 0.048 0.127 0.075
H -3.145 -1.934 8.081 0.005 0.035 -0.041 0.086
H 0.215 -2.881 4.556 0.208 0.122 -0.039 0.040
H -0.491 -3.600 5.792 0.063 -0.118 0.097 0.069
C -4.377 -0.319 -3.093 -0.050 0.239 -0.160 -0.058
C -3.649 -0.026 -1.785 -0.148 -0.314 -0.191 -0.417
C -2.216 -0.573 -1.741 0.111 0.241 0.235 -0.202
O -2.126 -1.970 -1.530 0.120 0.008 -0.095 -0.212
C -2.317 -2.762 -2.691 -0.027 -0.198 0.135 -0.093
N -4.460 -0.519 -0.664 0.316 0.090 0.082 0.047
H -4.720 -1.351 -3.152 0.047 -0.025 0.049 0.069
H -5.261 0.314 -3.182 -0.029 -0.046 0.089 0.070
H -3.732 -0.123 -3.953 0.024 -0.080 0.002 0.061
H -3.575 1.064 -1.691 0.082 0.006 0.055 0.130
H -1.706 -0.120 -0.885 -0.002 -0.061 0.038 0.121
H -1.653 -0.283 -2.638 -0.099 -0.041 -0.093 0.116
H -1.925 -2.272 -3.586 -0.098 0.064 -0.019 0.072
H -3.375 -2.995 -2.830 0.011 0.030 -0.166 0.078
H -1.788 -3.705 -2.546 0.046 0.049 0.078 0.087
H -4.024 -0.234 0.210 -0.048 -0.043 0.045 0.058
H -4.381 -1.532 -0.654 -0.163 -0.023 -0.074 0.078
C -4.533 3.127 3.159 0.161 0.020 0.115 -0.069
C -4.373 2.706 1.701 -0.248 0.037 0.147 -0.426
C -4.475 3.869 0.702 0.096 -0.163 -0.066 -0.209
O -5.797 4.299 0.464 0.027 0.205 -0.156 -0.193
C -6.358 5.179 1.419 -0.164 -0.208 -0.116 -0.102
N -5.347 1.649 1.406 0.121 0.198 -0.176 0.054
H -5.574 3.319 3.418 -0.024 0.019 -0.071 0.065
H -4.183 2.332 3.818 -0.031 -0.026 -0.036 0.075
H -3.952 4.025 3.378 -0.018 0.005 -0.004 0.077
H -3.367 2.285 1.595 0.000 -0.008 -0.084 0.132
H -4.114 3.515 -0.268 -0.034 -0.007 -0.011 0.114
H -3.832 4.710 0.995 -0.059 0.027 0.118 0.120
H -5.615 5.871 1.826 0.039 -0.042 0.036 0.090
H -6.833 4.614 2.224 0.043 0.137 0.141 0.076
H -7.135 5.750 0.911 0.041 0.018 -0.015 0.087
H -5.185 1.291 0.468 -0.066 -0.071 0.081 0.021
H -6.260 2.095 1.341 -0.042 -0.031 0.111 0.061
C -2.890 0.858 -7.267 -0.101 0.125 0.053 -0.067
C -1.551 0.591 -6.586 -0.166 -0.133 -0.237 -0.430
C -0.339 0.732 -7.520 0.155 0.044 0.197 -0.208
O -0.152 -0.351 -8.412 -0.079 0.114 -0.065 -0.189
C -0.948 -0.313 -9.583 0.097 -0.207 0.025 -0.105
N -1.600 -0.728 -5.945 0.230 0.041 0.087 0.042
H -3.211 0.020 -7.885 0.066 -0.028 -0.016 0.066
H -3.666 1.018 -6.519 0.020 -0.042 0.014 0.070
H -2.842 1.749 -7.896 0.006 -0.013 -0.009 0.080
H -1.432 1.342 -5.799 0.094 -0.001 0.001 0.135
H 0.562 0.754 -6.902 0.014 -0.050 -0.020 0.122
H -0.371 1.680 -8.071 -0.106 -0.003 -0.028 0.121
H -1.105 0.711 -9.931 -0.044 0.024 0.036 0.091
H -1.911 -0.802 -9.421 -0.075 0.110 -0.059 0.075
H -0.419 -0.867 -10.358 0.044 0.016 0.031 0.087
H -0.750 -0.859 -5.403 -0.030 0.024 0.054 0.070
H -1.532 -1.428 -6.680 -0.106 -0.017 -0.009 0.074
C 9.751 -1.892 -1.874 0.136 -0.086 0.053 -0.070
C 8.964 -0.947 -0.972 -0.056 -0.062 -0.293 -0.429
C 7.550 -1.445 -0.634 -0.024 0.186 0.243 -0.216
O 6.605 -1.303 -1.680 0.079 -0.212 0.064 -0.195
C 6.644 -2.326 -2.658 -0.163 0.196 -0.093 -0.109
N 8.946 0.387 -1.580 -0.154 -0.003 0.157 0.041
H 9.433 -1.829 -2.914 -0.067 0.023 0.010 0.064
H 10.811 -1.636 -1.849 -0.022 0.048 -0.008 0.076
H 9.649 -2.928 -1.545 -0.015 0.005 -0.012 0.078
H 9.506 -0.874 -0.025 -0.075 0.014 0.055 0.136
H 7.167 -0.832 0.188 -0.045 0.029 -0.040 0.116
H 7.569 -2.482 -0.271 0.054 -0.048 -0.091 0.118
H 6.899 -3.295 -2.220 0.060 0.000 0.006 0.091
H 7.349 -2.083 -3.456 0.065 -0.137 0.005 0.076
H 5.651 -2.395 -3.103 -0.015 0.014 0.048 0.084
H 8.520 1.043 -0.931 0.108 0.033 0.026 0.069
H 8.299 0.358 -2.364 0.074 -0.007 -0.069 0.069
C 3.432 6.341 -2.427 -0.036 0.160 -0.033 -0.072
C 2.449 5.401 -1.735 0.273 -0.073 -0.097 -0.433
C 2.892 4.962 -0.331 -0.238 -0.050 0.066 -0.212
O 3.910 3.980 -0.312 0.056 0.141 0.049 -0.200
C 5.227 4.475 -0.478 0.005 -0.252 -0.030 -0.101
N 2.188 4.255 -2.612 -0.083 -0.052 0.182 0.038
H 4.300 5.812 -2.818 0.001 -0.057 0.048 0.064
H 2.950 6.830 -3.273 -0.013 -0.051 -0.008 0.075
H 3.782 7.118 -1.745 0.012 -0.017 0.002 0.078
H 1.509 5.948 -1.613 -0.028 -0.041 0.073 0.134
H 2.033 4.496 0.160 0.027 -0.055 -0.005 0.115
H 3.180 5.824 0.285 0.065 0.052 -0.077 0.121
H 5.351 5.457 -0.015 -0.024 0.039 -0.037 0.092
H 5.498 4.525 -1.535 0.049 0.139 0.010 0.076
H 5.906 3.773 0.006 -0.046 -0.007 0.036 0.083
H 1.452 3.686 -2.204 -0.065 0.045 -0.066 0.069
H 3.008 3.656 -2.585 0.036 0.033 -0.083 0.068
C -10.271 0.610 -1.829 -0.098 -0.136 -0.046 -0.074
C -9.121 0.482 -0.835 -0.032 0.276 -0.161 -0.426
C -9.378 1.196 0.502 0.195 -0.175 0.084 -0.206
O -9.246 2.605 0.455 -0.130 -0.031 0.057 -0.199
C -10.377 3.302 -0.033 0.214 0.138 -0.003 -0.106
N -7.883 0.938 -1.477 0.009 0.037 0.251 0.053
H -10.296 1.589 -2.306 0.035 0.040 0.053 0.063
H -10.162 -0.128 -2.624 0.050 0.021 0.000 0.074
H -11.234 0.440 -1.343 0.002 0.020 0.000 0.077
H -9.004 -0.582 -0.607 0.034 0.011 0.095 0.135
H -8.619 0.857 1.212 0.031 0.058 -0.004 0.118
H -10.354 0.919 0.924 -0.064 0.012 -0.099 0.119
H -11.311 2.813 0.258 -0.010 -0.046 -0.038 0.090
H -10.336 3.409 -1.119 -0.142 -0.048 -0.020 0.076
H -10.359 4.303 0.399 0.021 -0.027 0.044 0.085
H -7.094 0.746 -0.862 0.055 -0.199 -0.131 0.046
H -7.917 1.953 -1.527 -0.031 0.012 -0.075 0.071